Run P
{"formula": "C52H52N5O2PW", "method": "the ωB97M-V functional and the def2-TZVPD basis", "orbital_gap_ev": [6.09, 5.92], "homo_ev": [-7.52, -7.85], "species": ["C", "H", "H", "C", "O", "H", "H", "C", "C", "H", "N", "H", "C", "H", "H", "C", "C", "C", "C", "H", "H", "H", "H", "O", "H", "H", "C", "N", "C", "H", "C", "H", "C", "C", "N", "H", "C", "H", "H", "C", "H", "H", "H", "C", "H", "H", "C", "C", "C", "C", "C", "N", "W", "H", "H", "H", "C", "C", "C", "C", "C", "C", "H", "C", "H", "C", "H", "H", "H", "C", "C", "C", "H", "C", "C", "C", "H", "H", "C", "H", "H", "C", "H", "C", "C", "H", "H", "H", "H", "C", "H", "C", "C", "H", "H", "C", "C", "H", "N", "C", "C", "C", "C", "H", "H", "P", "H", "H", "C", "C", "H", "H", "C"], "positions_angstrom": [[-0.80, -1.58, 2.39], [0.22, -3.46, 2.64], [-5.22, 1.65, -1.55], [-4.42, -0.84, -0.06], [1.77, 3.70, -3.41], [4.48, 4.83, 2.95], [0.18, 3.12, 0.08], [2.53, -0.78, 2.68], [-0.91, -0.37, -3.80], [2.36, -6.11, 0.26], [-1.31, -0.61, -4.97], [3.58, -2.60, 2.68], [3.04, -1.79, -2.14], [-0.73, 5.82, -1.00], [3.55, -4.42, 1.60], [-2.01, 1.83, -0.50], [-4.16, 3.46, -1.16], [-3.00, 1.30, 2.56], [-3.45, -0.26, -1.09], [0.16, -3.01, -3.17], [0.72, 1.73, 2.14], [-1.60, -3.15, -3.24], [-3.23, 2.20, 1.99], [0.77, 2.02, -2.34], [3.21, 3.77, -1.19], [0.36, -5.45, -1.04], [-2.54, -1.06, 4.08], [0.59, -1.09, 0.25], [-4.28, 2.08, -1.23], [3.02, -0.58, -5.79], [-4.00, -0.56, -2.49], [-2.85, 5.10, -0.75], [-0.32, -0.86, 1.21], [2.95, 2.78, -1.54], [-0.23, -2.17, -6.57], [5.09, -0.91, 1.78], [-2.95, 4.02, -0.79], [-4.99, 4.09, -1.42], [2.76, 4.47, 4.70], [0.45, -3.40, -0.46], [-5.05, -0.27, -2.57], [-3.45, -0.05, -3.27], [-4.56, -1.91, -0.24], [1.56, 2.39, 2.32], [-0.98, -2.01, -1.19], [-1.55, 5.29, 1.34], [-0.53, -2.77, 3.01], [-3.73, 1.02, 3.75], [-1.12, 0.29, 1.03], [-0.58, 3.89, 0.00], [-1.82, -0.76, 2.93], [-0.91, 0.98, -0.08], [0.78, 0.38, -1.26], [-2.14, -3.40, 0.48], [1.53, 0.45, -4.18], [-4.49, 1.73, 4.07], [3.90, -1.94, -4.38], [2.15, -0.76, -2.49], [3.66, 4.15, 2.78], [-0.82, -3.08, -1.22], [-0.71, -3.48, -2.70], [4.39, -1.43, 1.12], [-0.05, 4.55, -2.01], [-2.23, -2.29, 4.71], [-1.04, -4.05, 4.67], [3.19, -1.92, 1.92], [-5.39, -0.36, -0.14], [0.88, 2.91, 4.28], [3.07, -2.17, -1.13], [-0.78, 4.52, 1.38], [2.28, -2.79, 1.06], [-1.86, 3.22, -0.46], [-0.62, -4.56, -2.82], [2.02, -5.08, 0.26], [3.58, 3.46, 1.58], [3.90, -2.37, -3.06], [-2.49, -0.77, -0.99], [0.92, 5.27, -0.72], [2.52, 2.58, 1.33], [3.78, 2.39, -2.12], [-2.94, -3.50, -1.10], [-0.08, 4.94, -1.00], [4.92, -2.26, 0.65], [-0.70, -1.45, -5.80], [-2.02, -3.74, -0.55], [2.10, -0.05, 2.00], [-1.08, 3.77, 2.12], [4.56, -3.17, -2.75], [3.28, -0.25, 3.28], [1.77, 2.90, -2.52], [4.56, -2.40, -5.11], [2.68, -4.13, 1.01], [1.16, -2.44, 0.29], [-1.92, -4.83, -0.54], [4.09, -0.73, 0.33], [0.90, -4.71, -0.46], [-1.26, -3.11, 4.18], [-4.11, -0.31, 5.37], [-0.66, -0.10, -2.69], [3.04, -0.92, -4.76], [2.18, -0.35, -3.84], [-3.22, 1.24, -0.92], [-2.06, 0.41, 2.16], [1.75, -1.13, 3.36], [4.35, 3.61, 0.83], [2.50, 1.62, -0.20], [0.15, 4.98, 1.73], [-4.07, -0.71, 0.96], [-3.52, -0.12, 4.48], [1.65, 3.07, 3.53], [-3.95, -1.64, -2.69], [-2.76, -2.59, 5.61], [2.69, 3.94, 3.76]], "lowdin_charge": [-0.08, 0.11, 0.11, -0.04, 0.12, 0.11, 0.07, -0.06, -0.33, 0.11, 0.12, 0.13, -0.12, 0.08, 0.12, -0.14, -0.05, 0.01, -0.36, 0.08, 0.09, 0.08, 0.12, -0.28, 0.09, 0.12, -0.15, -0.04, -0.03, 0.11, -0.06, 0.11, -0.19, -0.27, 0.11, 0.08, -0.03, 0.11, 0.10, -0.13, 0.08, 0.07, 0.07, -0.13, 0.07, 0.08, 0.01, -0.05, -0.20, -0.37, -0.09, -0.02, 1.56, 0.08, 0.09, 0.11, -0.08, -0.29, -0.08, -0.37, -0.05, -0.06, 0.07, -0.01, 0.11, -0.35, 0.08, 0.11, 0.06, -0.05, -0.16, -0.14, 0.08, -0.05, -0.10, -0.08, 0.09, 0.09, -0.42, 0.10, 0.07, -0.05, 0.08, -0.38, -0.04, 0.01, 0.07, 0.10, 0.09, -0.64, 0.10, -0.05, -0.17, 0.08, 0.03, -0.02, -0.05, 0.11, 0.03, -0.08, -0.14, -0.12, -0.09, 0.08, 0.10, 0.96, 0.08, 0.06, -0.01, -0.08, 0.08, 0.11, -0.08]}

Run Q
{"formula": "C52H52N5O2PW", "method": "the ωB97M-V functional and the def2-TZVPD basis", "orbital_gap_ev": [6.06, 6.07], "homo_ev": [-7.49, -7.85], "species": ["W", "H", "C", "H", "C", "H", "C", "H", "P", "C", "H", "C", "C", "C", "C", "H", "C", "H", "H", "C", "O", "C", "H", "H", "H", "H", "C", "C", "H", "H", "C", "C", "H", "C", "C", "N", "C", "C", "C", "C", "H", "H", "C", "C", "H", "H", "H", "C", "C", "C", "H", "H", "C", "H", "C", "H", "H", "H", "C", "H", "C", "C", "C", "H", "H", "H", "C", "N", "C", "H", "C", "H", "H", "H", "C", "C", "H", "H", "C", "H", "C", "C", "N", "C", "H", "H", "H", "C", "C", "C", "C", "C", "H", "C", "H", "H", "H", "H", "H", "N", "C", "H", "H", "C", "H", "C", "C", "C", "O", "N", "H", "H", "H"], "positions_angstrom": [[-1.21, 0.16, -0.96], [-2.41, 3.20, 3.88], [-1.29, 3.14, -2.00], [-2.76, 3.38, 0.65], [1.47, -0.19, 2.57], [4.19, 3.32, -0.39], [4.13, -0.45, 0.10], [-0.15, 4.01, 3.38], [-1.69, -2.12, -1.22], [3.31, 2.99, 0.17], [1.29, 2.40, -0.20], [-0.75, -2.76, 2.38], [-2.74, 4.85, -2.23], [-3.24, 0.76, -0.53], [5.26, -0.60, 0.94], [6.24, -0.70, 0.47], [-5.95, 1.57, -0.48], [-3.32, -3.66, 2.18], [2.20, -0.18, 5.86], [0.76, -5.98, -0.79], [-2.21, -0.73, -4.82], [0.66, -0.11, 1.35], [3.07, 3.78, 0.89], [4.36, 1.65, -4.68], [-3.69, -0.05, 1.42], [-6.00, 0.66, 1.46], [-3.83, 1.44, -1.61], [1.27, -4.78, -0.33], [6.07, -0.68, 2.91], [0.13, -2.53, 2.99], [1.52, -0.14, 0.23], [-2.44, -2.13, -2.89], [0.69, 4.27, 1.85], [-2.30, 2.14, 3.66], [-1.44, 0.39, 2.26], [0.95, 0.07, -0.94], [0.55, -3.61, -0.49], [2.43, 1.78, -1.89], [1.26, -0.12, 3.92], [-5.16, 1.84, -1.59], [0.27, 0.01, 4.34], [-1.47, 4.59, 0.56], [2.15, -0.35, -3.06], [-0.93, 2.84, 1.71], [1.84, -2.18, -5.28], [-5.57, 2.38, -2.43], [-3.46, 1.51, 5.35], [-2.01, -2.11, 2.94], [1.84, 0.51, -1.99], [2.69, -2.77, -2.79], [0.97, 2.79, 2.77], [3.06, -2.61, -1.77], [1.04, -2.07, -4.55], [3.31, -0.57, -4.84], [2.12, 2.78, -0.78], [-3.21, -2.25, 1.12], [-0.49, 2.38, 0.82], [-3.53, -2.05, -2.82], [3.06, 0.09, -4.02], [-2.21, -3.01, -3.49], [-1.98, -0.89, -3.66], [3.33, 2.17, -2.87], [-4.07, 0.48, 0.56], [0.98, -2.67, -0.15], [-0.90, -6.95, -1.76], [-6.98, 1.89, -0.45], [2.37, -0.23, 4.80], [-0.88, 2.15, -1.52], [-0.49, -6.01, -1.40], [4.48, -0.48, 5.04], [2.81, -0.34, 2.11], [-3.25, 1.68, -2.50], [0.49, -3.01, -4.52], [0.37, -1.28, -4.90], [-2.74, -0.14, 4.20], [1.72, 4.14, -1.36], [2.59, 4.69, -1.72], [-2.20, -4.88, -2.01], [-2.89, 1.20, 4.49], [3.79, 3.14, -2.81], [0.21, 3.51, 2.47], [-1.95, 3.86, 1.21], [-0.63, 0.07, 1.09], [-3.25, -2.57, 2.16], [1.02, 4.05, -2.19], [0.79, -1.85, -2.44], [1.25, 4.75, -0.58], [-5.40, 0.88, 0.59], [5.17, -0.59, 2.31], [-1.57, 1.75, 2.55], [-2.01, -0.59, 3.10], [3.91, -0.45, 2.94], [-2.40, 4.41, 2.04], [3.66, -0.40, 4.34], [-2.13, -2.49, 3.96], [1.32, -6.90, -0.67], [2.25, -4.75, 0.14], [2.31, -3.79, -2.86], [-0.56, -2.43, 1.37], [-1.60, 4.24, -2.54], [-1.22, -4.84, -1.55], [3.58, 2.10, 0.72], [4.25, -0.42, -0.97], [-0.70, -3.62, -1.10], [-3.19, -0.88, 4.85], [2.90, -0.32, 0.70], [3.65, 1.33, -3.93], [1.60, -1.76, -3.16], [-1.33, 0.04, -2.93], [-3.70, 5.45, -2.00], [-4.16, -2.17, 2.61], [-0.88, -3.84, 2.36], [3.54, -2.68, -3.47]], "lowdin_charge": [1.54, 0.12, -0.33, 0.08, -0.08, 0.08, 0.01, 0.08, 0.95, -0.04, 0.09, -0.06, -0.39, -0.29, -0.05, 0.11, -0.08, 0.08, 0.11, -0.08, 0.12, -0.19, 0.08, 0.11, 0.06, 0.10, -0.14, -0.08, 0.11, 0.08, -0.20, -0.27, 0.07, -0.02, -0.17, -0.01, -0.14, -0.13, 0.01, -0.08, 0.11, 0.08, -0.14, -0.37, 0.08, 0.11, 0.11, -0.35, -0.15, -0.05, 0.08, 0.07, -0.05, 0.11, -0.36, 0.02, 0.07, 0.10, -0.03, 0.09, -0.64, -0.03, -0.12, 0.09, 0.11, 0.10, -0.05, 0.03, -0.08, 0.11, -0.08, 0.08, 0.09, 0.08, -0.05, -0.06, 0.08, 0.10, -0.05, 0.11, -0.04, -0.04, -0.03, -0.06, 0.06, 0.07, 0.08, -0.08, -0.01, -0.13, -0.16, -0.15, 0.08, -0.01, 0.13, 0.11, 0.11, 0.08, 0.02, 0.12, -0.10, 0.06, 0.12, -0.42, 0.12, -0.09, -0.05, -0.37, -0.27, 0.11, 0.08, 0.09, 0.08]}

Most stable: run Q

Run P
{"formula": "N2O4", "method": "the ωB97M-V functional and the def2-TZVPD basis", "orbital_gap_ev": 10.08, "smiles": "O=NO[N+](=O)[O-]", "homo_ev": -10.76, "species": ["O", "O", "O", "N", "O", "N"], "positions_angstrom": [[1.91, -0.87, 0.04], [1.34, 1.25, 0.02], [-2.52, -0.39, -0.10], [1.26, 0.08, 0.04], [-0.37, -0.40, -0.13], [-1.62, 0.32, 0.13]], "nbo_charge": [-0.20, -0.24, -0.22, 0.76, -0.48, 0.38]}

Run Q
{"formula": "N2O4", "method": "the ωB97M-V functional and the def2-TZVPD basis", "orbital_gap_ev": [8.82, 9.03], "homo_ev": [-10.39, -10.49], "species": ["N", "O", "N", "O", "O", "O"], "positions_angstrom": [[0.24, 0.95, -1.06], [1.29, 1.40, -1.36], [-0.11, -0.92, 1.13], [-0.84, -1.63, 0.54], [-0.87, 0.98, -1.48], [0.29, -0.79, 2.23]], "nbo_charge": [0.52, -0.26, 0.52, -0.26, -0.26, -0.26]}

Most stable: run Q

Run P
{"formula": "C5H9P", "method": "the ωB97M-V functional and the def2-TZVPD basis", "orbital_gap_ev": 10.09, "smiles": "CC1CC1.C#P", "homo_ev": -9.73, "species": ["H", "H", "C", "C", "H", "C", "H", "P", "H", "C", "H", "C", "H", "H", "H"], "positions_angstrom": [[-0.76, -1.06, -0.89], [3.10, -1.23, -3.17], [0.86, -0.31, 0.32], [-0.26, 0.67, 0.35], [-2.48, 0.32, 0.80], [3.36, -0.50, -2.47], [1.81, 0.09, 0.27], [4.29, 0.29, -1.57], [0.85, -1.00, 1.13], [-0.09, -0.28, -0.83], [-1.18, -0.34, 1.84], [-1.42, 0.51, 1.28], [-0.05, 1.64, 0.23], [0.28, 0.18, -1.72], [-1.65, 1.30, 1.90]], "nbo_charge": [0.21, 0.21, -0.41, -0.23, 0.19, -0.76, 0.21, 0.55, 0.20, -0.41, 0.20, -0.60, 0.20, 0.22, 0.21]}

Run Q
{"formula": "C5H9P", "method": "the ωB97M-V functional and the def2-TZVPD basis", "orbital_gap_ev": 9.15, "smiles": "CP[C@H]1C=C1C", "homo_ev": -8.11, "species": ["C", "C", "H", "H", "H", "P", "H", "H", "C", "C", "C", "H", "H", "H", "H"], "positions_angstrom": [[1.40, -0.62, -0.13], [2.45, 0.35, -0.45], [-2.52, -1.19, 0.99], [3.40, -0.18, -0.50], [2.25, 0.82, -1.41], [-2.10, -0.91, -0.32], [-3.33, 1.23, -0.19], [1.17, -2.89, -0.03], [-0.12, -0.87, 0.31], [-2.29, 0.94, -0.16], [0.95, -1.84, -0.01], [-1.84, 1.28, 0.77], [-1.77, 1.40, -1.00], [-0.28, -0.69, 1.38], [2.50, 1.12, 0.32]], "nbo_charge": [0.07, -0.66, -0.05, 0.23, 0.24, 0.48, 0.22, 0.22, -0.46, -0.91, -0.22, 0.22, 0.23, 0.16, 0.23]}

Most stable: run Q

Run P
{"formula": "CH3PS4", "method": "the ωB97M-V functional and the def2-TZVPD basis", "orbital_gap_ev": 7.36, "smiles": "S=S1#P(SS)C1", "homo_ev": -8.16, "species": ["S", "C", "H", "P", "H", "H", "S", "S", "S"], "positions_angstrom": [[-1.75, -0.07, 0.74], [-0.79, -1.50, -0.01], [-0.96, -1.44, -1.13], [0.55, -0.54, 0.92], [2.85, 1.94, 0.42], [-0.99, -2.55, 0.30], [-1.96, 1.19, -0.78], [1.67, 2.44, 0.19], [1.38, 0.55, -0.64]], "nbo_charge": [0.34, -0.85, 0.28, 0.51, 0.13, 0.25, -0.45, -0.06, -0.14]}

Run Q
{"formula": "CH3PS4", "method": "the ωB97M-V functional and the def2-TZVPD basis", "orbital_gap_ev": 8.69, "smiles": "SP1SCSS1", "homo_ev": -8.77, "species": ["S", "S", "P", "H", "H", "S", "C", "H", "S"], "positions_angstrom": [[1.15, -2.22, 1.30], [1.22, 0.55, -0.81], [0.47, -0.52, 2.24], [-1.04, 0.19, -1.66], [1.03, -2.86, 2.52], [-1.28, 0.02, 0.94], [-0.60, 0.78, -0.94], [-0.98, 1.67, -0.84], [1.72, 0.99, 1.16]], "nbo_charge": [-0.26, 0.11, 0.48, 0.22, 0.15, -0.25, -0.46, 0.19, -0.17]}

Run R
{"formula": "CH3PS4", "method": "the ωB97M-V functional and the def2-TZVPD basis", "orbital_gap_ev": 8.39, "homo_ev": -8.54, "species": ["H", "S", "S", "S", "C", "H", "S", "P", "H"], "positions_angstrom": [[-0.52, -1.43, 0.21], [1.55, 1.00, 0.25], [3.08, -0.37, -0.12], [-2.98, 1.33, -0.51], [-1.36, -0.72, 0.28], [3.22, -0.20, -1.35], [-1.44, 0.10, -1.28], [-2.54, 0.03, 1.22], [0.99, 0.26, 1.31]], "nbo_charge": [0.26, -0.14, -0.12, -0.19, -0.86, 0.11, 0.25, 0.54, 0.15]}

Most stable: run Q